Formula: C21H38Br2F3N2O17PS
Source: OMol25
Level of theory: ωB97M-V with the def2-TZVPD basis set

Spin multiplicity ... 1
Orbital gap ... 9.38 eV
HOMO level ... -0.330 hartree

Last column: Löwdin charge in e.
Atoms and positions in Å:
Br  1.986  -2.513  -2.094  0.773
Br  4.458  -3.630  -0.218  0.708
S  0.481  0.010  -0.279  0.717
P  -2.044  -3.195  2.352  0.874
F  1.194  0.888  2.078  0.114
F  0.720  2.487  0.676  0.176
F  -0.865  1.262  1.598  0.150
O  -4.810  1.971  -1.723  0.038
O  -4.737  3.055  -3.710  0.122
O  5.457  1.779  1.831  0.117
O  5.229  -2.191  -8.180  0.004
O  5.736  3.898  1.082  0.039
O  6.778  3.291  2.877  0.006
O  -0.777  -2.076  2.010  -0.175
O  -6.470  3.249  -2.265  0.002
O  1.446  0.524  -1.198  -0.261
O  -3.158  -3.099  1.112  -0.263
O  -5.321  -0.877  6.137  0.126
O  -0.429  -3.149  0.076  0.144
O  -6.623  -2.584  5.413  0.032
O  -0.846  -0.120  -0.800  -0.243
O  -5.341  -1.583  3.987  -0.012
O  5.523  -2.002  -5.943  0.123
O  3.784  -1.054  -7.041  0.037
N  0.969  -1.406  0.505  -0.122
N  -1.397  -4.806  2.330  -0.154
C  3.144  -2.326  2.055  -0.102
C  2.002  -2.132  -0.201  -0.730
C  -7.065  4.184  -3.164  -0.046
C  3.013  -2.581  0.548  -0.682
C  -3.520  1.398  -1.984  -0.204
C  4.834  3.636  -0.002  -0.203
C  3.304  -0.499  -5.809  -0.211
C  -7.162  -2.735  6.732  -0.216
C  6.452  -2.926  -8.241  -0.045
C  3.394  3.739  0.454  -0.068
C  7.039  2.313  3.883  -0.044
C  -8.249  -1.713  6.996  -0.066
C  -4.415  -0.540  3.672  -0.056
C  0.364  1.297  1.087  -0.639
C  -2.414  2.382  -1.667  -0.064
C  4.064  0.762  -5.451  -0.061
C  -5.718  -1.611  5.269  -0.604
C  -0.156  -2.293  0.821  -0.612
C  4.904  -1.775  -6.951  -0.604
C  -5.284  2.780  -2.673  -0.605
C  5.945  2.878  1.916  -0.603
H  -3.456  1.042  -3.013  0.128
H  3.212  4.700  0.939  0.088
H  -7.843  -0.701  6.996  0.076
H  6.148  2.153  4.490  0.098
H  2.252  -0.260  -5.963  0.124
H  3.632  1.233  -4.567  0.078
H  7.297  -2.262  -8.057  0.098
H  -7.583  -3.739  6.781  0.121
H  3.158  2.963  1.183  0.063
H  5.034  4.392  -0.761  0.124
H  2.715  3.634  -0.392  0.077
H  -3.554  -0.562  4.338  0.094
H  2.338  -1.676  2.450  0.072
H  -3.431  0.527  -1.335  0.115
H  5.113  0.543  -5.249  0.076
H  -6.503  5.119  -3.157  0.098
H  -1.440  1.911  -1.773  0.054
H  7.375  1.374  3.442  0.095
H  4.038  1.472  -6.280  0.082
H  6.539  -3.334  -9.245  0.092
H  3.141  -3.258  2.649  0.085
H  -0.957  -4.991  3.230  0.034
H  -6.371  -2.680  7.481  0.123
H  6.452  -3.750  -7.528  0.095
H  5.043  2.664  -0.451  0.125
H  3.354  -1.237  -5.006  0.106
H  -7.123  3.780  -4.173  0.095
H  -4.912  0.430  3.721  0.101
H  -2.128  -5.489  2.140  0.044
H  7.832  2.701  4.519  0.093
H  -4.033  -3.344  1.455  0.058
H  -9.010  -1.755  6.215  0.082
H  -4.068  -0.702  2.653  0.075
H  -2.518  2.759  -0.646  0.084
H  4.088  -1.758  2.194  0.087
H  -8.722  -1.895  7.962  0.080
H  -8.075  4.381  -2.810  0.092
H  -2.453  3.247  -2.332  0.080


Formula: C21H38BrF10N4O7P2S
Source: OMol25
Level of theory: ωB97M-V with the def2-TZVPD basis set

Charge ... +1
Spin multiplicity ... 1
Orbital gap ... 8.37 eV
HOMO level ... -0.400 hartree

Last column: Löwdin charge in e.
Atoms and positions in Å:
Br  -0.614  1.260  3.202  0.742
S  2.437  0.551  1.405  0.633
P  -0.826  3.937  1.172  0.879
P  -2.240  2.663  -1.117  1.055
F  3.034  4.258  -3.078  0.200
F  2.435  3.079  -5.453  0.212
F  0.709  3.020  -4.199  0.184
F  3.827  2.735  -1.099  0.173
F  2.999  0.930  -1.948  0.133
F  1.859  3.268  0.146  0.141
F  2.232  1.782  2.285  -0.145
F  0.823  3.534  -1.691  0.147
F  1.912  1.232  -4.504  0.191
F  4.101  2.467  -3.620  0.161
O  -2.346  -2.324  -3.002  -0.011
O  -0.342  4.982  0.005  -0.289
O  2.905  -6.156  2.853  -0.187
O  2.344  -0.612  2.208  -0.225
O  -2.716  1.701  1.523  -0.101
O  3.621  0.768  0.661  -0.202
O  -3.610  -0.870  -4.106  0.166
N  0.426  1.585  -0.537  0.001
N  0.472  4.016  2.250  -0.201
N  -1.385  -0.103  0.883  -0.019
N  1.027  -4.702  4.521  0.036
C  3.085  -3.405  4.484  -0.071
C  -3.450  1.284  -1.186  -0.236
C  0.052  1.017  -1.918  -0.155
C  -0.828  2.235  0.224  -0.396
C  -4.490  4.133  -1.495  -0.141
C  2.457  -4.745  4.853  -0.430
C  1.039  0.377  0.206  -0.176
C  -2.696  -3.329  -0.815  -0.050
C  2.774  2.247  -1.766  -0.314
C  -2.582  -1.139  -3.590  -0.529
C  3.652  -5.334  1.978  -0.109
C  -0.780  -0.241  -2.104  -0.153
C  1.939  2.550  -4.348  -0.567
C  -3.356  -2.771  -2.078  -0.190
C  2.904  2.943  -3.192  -0.338
C  -0.005  -0.602  0.750  -0.173
C  -1.449  1.264  1.249  -0.828
C  1.455  2.626  -0.947  -0.396
C  3.154  -5.961  4.232  -0.207
C  -3.290  4.033  -0.510  -0.444
C  -1.436  -0.164  -3.506  -0.060
H  -3.983  -3.536  -2.530  0.127
H  0.294  -1.055  1.689  0.103
H  -2.961  -4.375  -0.679  0.078
H  0.575  -5.538  4.880  0.072
H  -0.050  -1.440  0.055  0.116
H  0.981  0.763  -2.425  0.116
H  0.948  -4.790  3.512  0.063
H  -1.612  -3.260  -0.886  0.070
H  4.662  -5.157  2.358  0.093
H  4.235  -5.937  4.423  0.123
H  -2.776  4.985  -0.592  0.051
H  -3.026  -2.798  0.078  0.065
H  1.250  4.563  1.896  0.051
H  2.752  -2.633  5.178  0.077
H  2.793  -3.079  3.486  0.045
H  -4.450  1.606  -0.900  0.056
H  4.175  -3.447  4.527  0.082
H  -0.669  5.859  0.251  0.079
H  -5.378  3.643  -1.109  0.072
H  2.544  -4.857  5.937  0.136
H  2.764  -6.856  4.721  0.124
H  -4.672  5.169  -1.762  0.077
H  -4.238  3.634  -2.436  0.060
H  0.139  4.464  3.097  0.048
H  3.155  -4.375  1.802  0.068
H  -3.657  3.879  0.501  0.066
H  3.725  -5.856  1.024  0.088
H  -1.566  -0.464  -1.393  0.079
H  -0.321  1.805  -2.559  0.067
H  -0.705  -0.332  -4.297  0.140
H  -3.217  0.432  -0.555  0.027
H  -4.017  -1.944  -1.819  0.116
H  1.548  -0.168  -0.585  0.134
H  -3.520  0.931  -2.214  0.032
H  -1.794  -0.621  1.655  0.122
H  -1.890  0.817  -3.641  0.115
H  -0.162  -1.140  -2.139  0.130
H  -3.107  1.092  2.169  0.118


Formula: C21H38HgN3O6P2S2
Source: OMol25
Level of theory: ωB97M-V with the def2-TZVPD basis set

Spin multiplicity ... 2
Orbital gap (spin up / spin down) ... 3.89 / 6.27 eV
HOMO level (spin up / spin down) ... -0.143 / -0.231 hartree
Energy above the lowest of the compared OMol25 structures with the same formula, charge and spin ... 43.2 kcal per mole

Last column: Mulliken spin population.
Atoms and positions in Å:
Hg  -14.899  2.836  -10.760  0.109
S  -16.455  0.996  -11.286  0.020
S  -19.351  0.648  -11.844  0.001
P  -11.980  4.178  -11.948  -0.061
P  -14.587  5.723  -12.262  0.014
O  -11.021  3.311  -12.898  0.010
O  -12.691  3.303  -10.890  -0.034
O  -11.176  5.325  -11.253  0.005
O  -15.883  5.561  -13.060  0.013
O  -14.799  5.064  -10.881  0.042
O  -14.254  7.301  -12.152  0.004
N  -18.387  2.517  -10.148  -0.124
N  -15.103  3.737  -8.109  0.131
N  -17.363  2.895  -9.401  0.124
C  -16.523  5.080  -6.683  0.021
C  -10.567  1.254  -13.941  0.000
C  -9.717  6.910  -10.364  0.000
C  -15.821  8.050  -10.379  -0.007
C  -8.769  2.381  -12.598  0.000
C  -9.767  5.806  -11.447  -0.001
C  -16.435  6.568  -14.071  0.001
C  -14.136  5.473  -6.843  0.109
C  -15.402  5.853  -6.327  0.028
C  -9.637  6.299  -12.868  0.000
C  -16.318  4.134  -7.682  0.070
C  -17.882  6.323  -14.124  -0.002
C  -14.006  4.479  -7.783  -0.041
C  -13.417  8.174  -10.082  -0.006
C  -18.115  1.507  -10.993  0.293
C  -15.768  6.315  -15.379  0.000
C  -13.153  4.969  -13.118  0.015
C  -14.556  8.226  -11.103  0.003
C  -10.239  2.089  -12.700  -0.001
C  -17.457  3.596  -8.321  0.186
C  -19.100  1.747  -13.277  0.024
H  -12.598  5.741  -13.605  -0.003
H  -16.749  8.299  -10.963  0.000
H  -10.797  1.625  -11.854  0.001
H  -13.543  7.139  -9.674  0.002
H  -14.580  9.181  -11.664  0.000
H  -10.397  7.735  -10.670  0.000
H  -13.627  8.870  -9.315  -0.001
H  -11.613  1.345  -14.204  0.000
H  -18.799  2.760  -12.923  0.005
H  -8.704  7.276  -10.299  0.000
H  -15.950  7.039  -16.142  0.000
H  -8.396  2.850  -13.490  0.000
H  -12.474  8.277  -10.568  0.000
H  -9.565  5.568  -13.681  0.000
H  -16.184  7.496  -13.615  0.001
H  -20.047  1.817  -13.833  0.001
H  -18.377  6.354  -13.144  0.000
H  -10.438  7.004  -13.074  0.000
H  -9.965  6.382  -9.423  0.000
H  -8.730  6.884  -12.881  0.000
H  -15.589  6.648  -5.612  0.009
H  -18.443  7.100  -14.674  0.000
H  -10.381  0.201  -13.754  0.000
H  -8.523  3.076  -11.809  0.000
H  -8.317  1.382  -12.457  0.000
H  -16.048  7.009  -9.892  0.004
H  -18.504  3.891  -8.048  0.007
H  -15.890  8.788  -9.522  0.000
H  -9.152  4.924  -11.199  0.001
H  -16.128  5.413  -15.893  0.000
H  -13.497  4.288  -13.931  0.011
H  -18.116  5.367  -14.613  0.001
H  -9.898  1.590  -14.763  0.000
H  -13.026  4.106  -8.164  0.002
H  -13.292  6.087  -6.599  0.013
H  -18.314  1.201  -13.924  -0.001
H  -17.533  5.330  -6.326  -0.002
H  -14.686  6.210  -15.302  0.000